14
Properties=species:S:1:pos:R:3:forces:R:3 method="wB97M-V/def2-TZVPD" total_energy_ev=-31140.1954 de_lowest_kj_mol=71.72 homo_lumo_gap_ev=9.36 homo_ev=-8.82
Cl 1.566942 -2.031624 -0.565604 0.6 -0.1 -0.8
S -2.554390 -1.435935 -0.174861 -0.8 1.0 -0.3
O -2.133096 1.223030 -0.453430 0.6 -2.9 0.1
N 1.880318 1.367772 -0.111902 1.5 0.0 -0.1
C 0.484206 -1.222372 0.614906 0.5 -0.4 0.9
C 0.559481 1.110912 -0.244904 -0.9 1.1 0.4
C -1.611073 0.107315 -0.241709 -0.6 2.5 0.5
C -0.175786 0.008187 0.116935 1.0 0.3 -0.8
H -3.788264 -0.819877 -0.339226 1.1 -0.4 0.1
H 1.172317 -1.149691 1.515546 -1.2 0.4 -0.9
H -0.236883 -2.002484 0.778184 -0.4 -0.1 0.6
H -0.070139 1.948862 -0.605822 0.7 -0.5 0.2
H 2.340823 2.284783 -0.326324 -1.3 -1.5 0.1
H 2.565542 0.611126 0.038217 -0.9 0.6 0.0

=====

63
Properties=species:S:1:pos:R:3:forces:R:3 method="wB97M-V/def2-TZVPD" total_energy_ev=-44511.1411 de_lowest_kj_mol=12.06 homo_lumo_gap_ev=7.71 homo_ev=-9.15
Sr -11.661000 -17.313000 -2.090000 0.9 -0.9 -0.4
O -7.205000 -18.098000 -2.252000 -0.1 1.7 -0.9
O -12.193000 -22.710000 -5.719000 -0.9 0.0 0.9
O -11.546000 -23.149000 -3.193000 0.8 -0.4 -0.7
O -8.874000 -20.776000 -6.510000 -0.4 0.7 1.2
O -11.523000 -20.032000 -7.682000 0.0 0.7 -0.2
O -11.674000 -17.332000 -6.034000 0.9 1.5 -1.0
O -14.771000 -19.276000 -3.387000 1.2 0.0 0.8
O -9.437000 -16.046000 -1.324000 -0.2 -0.5 -0.1
O -10.701000 -15.776000 -4.067000 -0.4 0.2 0.2
O -13.284000 -22.196000 -1.409000 1.5 -0.3 1.0
O -12.168000 -19.804000 -1.004000 -2.1 1.0 1.6
O -9.845000 -19.035000 -2.079000 -1.7 0.9 0.4
O -13.888000 -20.273000 -5.898000 -1.6 -0.9 1.0
O -9.243000 -21.540000 -1.361000 -0.2 -1.8 0.4
O -8.959000 -18.767000 0.421000 -0.4 0.3 1.6
O -7.739000 -16.134000 -3.836000 2.1 0.1 -0.8
O -9.105000 -18.232000 -7.125000 -0.5 0.5 2.1
O -6.710000 -19.116000 -4.868000 1.3 -0.5 -2.4
O -12.184000 -18.837000 -3.929000 -0.1 0.5 1.8
O -9.257000 -22.895000 -4.917000 1.7 0.9 -0.8
C -9.861000 -19.259000 -3.456000 0.1 1.1 -0.4
C -11.191000 -19.830000 -3.948000 0.2 0.3 0.5
H -6.973000 -18.547000 -4.181000 -0.6 0.3 1.7
H -7.985000 -18.592000 -2.536000 -0.2 -0.2 0.7
H -11.326000 -20.647000 -3.182000 -0.5 -0.1 -1.3
H -11.272000 -15.000000 -4.018000 0.3 0.3 -0.1
H -11.855000 -17.944000 -5.322000 -0.8 -1.1 1.3
H -11.592000 -19.912000 -1.729000 1.7 -0.2 -1.6
H -11.268000 -20.153000 -4.988000 1.1 -1.0 0.1
H -9.060000 -21.544000 -5.947000 -0.1 -0.3 0.8
H -8.413000 -21.139000 -1.163000 1.0 0.4 0.4
H -13.384000 -20.255000 -5.083000 0.1 0.3 0.0
H -7.300000 -17.260000 -2.846000 0.2 -1.4 1.4
H -11.891000 -23.085000 -4.094000 -0.3 0.0 0.2
H -9.723000 -18.257000 -3.914000 0.3 -0.4 -0.8
H -14.036000 -21.994000 -1.923000 -1.4 0.6 -0.8
H -13.258000 -20.192000 -6.577000 1.5 0.5 -1.5
H -9.700000 -20.852000 -1.813000 -0.5 1.0 -0.4
H -9.351000 -23.366000 -5.734000 -0.2 -0.9 -0.3
H -10.024000 -23.047000 -4.393000 -1.3 -0.2 1.3
H -8.117000 -18.336000 0.580000 0.1 -0.2 -0.4
H -8.642000 -15.924000 -3.985000 -1.6 0.4 -0.3
H -13.785000 -19.495000 -3.503000 -1.5 1.0 0.1
H -10.761000 -17.537000 -6.278000 0.2 -0.1 -0.6
H -12.246000 -22.827000 -2.617000 -0.2 0.0 0.6
H -11.594000 -19.922000 -0.252000 0.6 -0.2 0.7
H -14.746000 -18.519000 -2.769000 -0.2 -0.7 -0.5
H -8.708000 -21.095000 -7.367000 0.6 -0.6 -1.7
H -10.874000 -20.685000 -7.478000 0.4 -1.5 0.3
H -12.996000 -22.298000 -6.045000 -0.5 0.4 0.0
H -8.914000 -19.012000 -6.539000 0.2 0.5 -1.1
H -9.001000 -18.446000 -8.033000 0.4 -0.5 -1.0
H -9.100000 -18.903000 -0.512000 0.3 -0.2 -1.1
H -7.183000 -19.942000 -4.893000 -0.4 -0.1 0.4
H -10.938000 -19.296000 -7.451000 -0.6 0.8 -0.1
H -11.657000 -22.840000 -6.465000 1.0 -0.3 -1.6
H -8.826000 -16.803000 -1.273000 0.0 -0.4 -0.4
H -9.011000 -19.886000 -3.625000 0.5 -0.7 -1.1
H -9.090000 -15.494000 -0.632000 0.0 0.7 0.5
H -10.955000 -16.157000 -4.947000 -0.3 -0.5 -0.1
H -7.291000 -16.252000 -4.700000 -0.6 0.2 0.6
H -12.809000 -21.355000 -1.220000 -0.8 -0.5 -0.1

=====

15
Properties=species:S:1:pos:R:3:forces:R:3 method="wB97M-V/def2-TZVPD" total_energy_ev=-34516.7127 de_lowest_kj_mol=0.00 homo_lumo_gap_ev=8.47 homo_ev=-13.19 charge=+1
P 0.130754 -1.322711 0.230379 -0.7 1.5 -0.8
P 1.908511 -1.431636 1.416451 1.6 1.0 -0.4
P 2.571347 -1.083154 -1.789442 -0.1 0.4 0.0
N 1.830025 -1.301504 -0.390590 -1.1 -0.6 0.1
N 1.368482 -0.511903 -2.739680 -1.5 -1.0 0.1
N -0.319932 0.327880 -0.061495 1.3 -1.2 -0.3
C -1.138652 1.092572 0.503118 -1.3 -0.8 1.3
C -2.060298 0.874718 1.661101 1.2 -1.6 1.9
H -1.812357 1.573135 2.554343 -0.4 -1.2 -1.5
H 1.396354 -0.476471 -3.771693 0.3 0.0 0.9
H -3.037356 1.119381 1.283480 -0.6 0.2 0.1
H -2.069723 -0.237918 1.984259 0.1 1.8 -0.2
H -1.432655 2.018464 0.093260 0.6 1.4 -1.2
H 0.390127 -0.616869 -2.355650 1.3 0.6 -0.7
H 2.275373 -0.023984 1.382159 -0.5 -0.6 0.7

=====

19
Properties=species:S:1:pos:R:3:forces:R:3 method="wB97M-V/def2-TZVPD" spin_multiplicity=3 total_energy_ev=-9359.7765 de_lowest_kj_mol=620.74 homo_lumo_gap_ev="4.13 / 7.22" homo_ev="-2.99 / -9.10"
O 1.149125 -0.277951 -0.538901 3.9 -3.7 -7.1
N -1.053423 -0.071424 0.285144 -1.5 0.3 -0.3
N 0.278189 0.084047 0.587298 -6.1 5.6 4.8
C -1.578822 -1.381694 0.506641 -1.4 -1.9 2.2
C 0.558990 1.570266 0.703694 5.4 -2.1 0.6
C -1.609197 0.431975 -1.028667 0.3 -0.1 -1.1
C 2.477667 -0.563288 -0.209121 1.4 2.4 -2.9
H 2.369048 -1.059978 0.709475 0.7 -1.2 1.4
H -2.655083 0.656288 -0.786193 0.3 0.2 -0.3
H 1.564932 1.644187 1.333313 -1.8 -0.2 -1.2
H 0.824855 2.124939 -0.223584 -0.7 -0.7 0.3
H -1.449950 -2.095620 -0.256800 0.6 -0.6 -1.7
H -1.654351 -0.392605 -1.860188 0.5 1.1 1.4
H -1.104198 1.356492 -1.503943 -0.6 -1.5 1.2
H -2.674387 -1.545678 0.766211 0.8 1.5 -0.6
H 2.905912 0.493045 -0.073762 0.3 -1.6 0.0
H -0.079150 2.056340 1.313638 -2.8 1.4 1.6
H 2.931270 -1.087820 -1.099679 0.0 0.3 1.6
H -1.201432 -1.941524 1.375432 0.8 0.9 0.0

=====

102
Properties=species:S:1:pos:R:3:forces:R:3 method="wB97M-V/def2-TZVPD" total_energy_ev=-56635.8100 de_lowest_kj_mol=1694.75 homo_lumo_gap_ev=9.09 smiles="CCOC(C)=O.CCOC(C)=O.CCOC(C)=O.CC(C)=O.CC(C)=O.CC(C)=O.CC(C)=O.CC(C)=O.CC(C)=O" homo_ev=-8.92
O 0.522490 0.640020 5.210314 0.6 -4.5 -1.1
O -1.369510 1.795020 -5.616686 -1.0 -3.5 4.3
O -0.853510 4.524020 1.906314 -4.0 -2.3 1.2
O -0.284510 0.162020 -0.997686 -1.3 5.2 -2.8
O -2.176510 5.697020 -2.904686 -6.5 -0.7 5.2
O -2.219510 0.340020 0.020314 -1.8 -1.6 1.2
O 3.311490 -6.232980 -1.813686 -0.9 -0.6 0.2
O -0.587510 -3.626980 1.508314 -3.6 -0.7 1.9
O 4.502490 -1.129980 0.235314 -1.0 3.3 6.1
O 2.083490 2.811020 -5.774686 -3.2 1.7 7.4
O 1.736490 -4.751980 -2.529686 2.3 2.1 -0.9
O 1.784490 -1.268980 5.409314 -2.2 -1.2 -0.5
C -1.291510 0.851020 -0.508686 0.2 1.0 1.0
C 1.724490 2.062020 -3.444686 -2.6 2.0 1.8
C 2.913490 -0.610980 2.061314 1.0 -0.6 2.0
C -1.552510 0.907020 -4.700686 -1.0 3.2 -3.2
C -0.077510 -1.067980 -0.668686 5.0 -4.1 5.3
C -1.243510 2.305020 -0.745686 -2.8 -2.0 -0.3
C -0.613510 -4.832980 -2.738686 2.0 3.0 2.2
C -1.694510 3.703020 2.451314 6.6 3.1 -1.1
C 1.224490 -1.500980 -1.394686 -0.7 1.2 0.9
C 3.662490 -1.744980 6.851314 -2.5 4.7 4.8
C -0.286510 -1.441980 4.301314 9.8 -4.4 -1.2
C 0.696490 4.280020 -4.298686 0.9 2.5 -0.5
C 2.881490 -0.703980 6.138314 -1.5 2.2 -1.2
C -2.002510 -5.049980 2.876314 -10.5 -0.6 -5.0
C -2.895510 0.887020 -3.819686 3.9 4.0 5.0
C 4.275490 -0.418980 1.352314 -0.6 -2.5 -7.1
C 4.055490 -4.074980 -2.245686 0.0 0.6 -2.9
C 5.241490 0.745020 1.659314 -2.5 -4.6 -1.4
C -1.735510 -3.867980 1.992314 2.3 0.5 -2.7
C -0.658510 -0.291980 -4.623686 0.7 1.2 1.0
C 2.993490 -5.121980 -2.147686 0.0 -0.5 -0.5
C 0.676490 -0.610980 4.977314 1.2 5.0 3.3
C -1.044510 2.497020 3.026314 0.0 -1.8 2.6
C -3.090510 5.809020 -0.620686 2.5 4.8 2.8
C -3.248510 5.591020 -2.034686 4.5 0.2 -7.1
C -4.728510 5.241020 -2.597686 6.6 1.7 -4.2
C -3.089510 3.940020 2.722314 -3.0 3.8 1.9
C -2.986510 -3.099980 1.652314 2.8 0.8 4.9
C 0.672490 -5.682980 -2.532686 0.4 0.8 2.7
C 1.530490 3.066020 -4.523686 3.2 -2.1 -8.0
H 1.920490 2.746020 -2.601686 -0.3 -0.7 0.5
H 0.135490 -1.059980 0.458314 0.0 0.0 -0.8
H 1.000490 -6.481980 -3.244686 -1.2 0.3 0.7
H -4.549510 4.423020 -3.306686 0.1 0.2 -0.1
H 0.171490 -0.176980 -5.321686 0.7 0.7 0.8
H -3.598510 6.879020 -0.198686 1.0 -3.1 -1.3
H -2.018510 5.837020 -0.151686 -1.2 0.7 -1.9
H 4.368490 -1.100980 7.400314 0.3 -0.4 -0.1
H 4.161490 -2.433980 6.382314 2.4 -3.7 -3.2
H -3.518510 0.585020 -4.464686 -4.9 -2.9 -5.1
H 0.788490 -5.881980 -1.433686 -1.2 -1.7 -1.0
H 4.058490 -3.630980 -3.335686 -0.1 -0.7 2.1
H -2.975510 0.176020 -2.924686 0.6 1.2 -1.2
H -3.299510 3.857020 3.906314 0.4 0.0 -2.9
H 5.639490 0.358020 2.485314 2.2 -0.2 3.9
H -1.289510 -5.223980 3.388314 9.5 -2.1 6.8
H -3.615510 -3.660980 1.166314 -3.8 -4.3 -1.7
H 0.721490 -1.527980 -2.335686 1.1 -0.8 -1.5
H 2.194490 -0.849980 -1.398686 -2.1 -1.1 0.4
H 4.972490 1.688020 1.563314 -2.8 4.4 1.2
H 0.910490 4.892020 -3.295686 -0.3 -1.4 -2.3
H -2.208510 -6.095980 2.389314 0.5 2.2 -0.1
H -0.499510 2.868020 -0.393686 3.9 1.7 0.3
H -0.465510 -4.207980 -3.583686 -0.4 0.0 -1.5
H -5.149510 4.826020 -1.831686 -3.8 -1.4 4.4
H -0.287510 3.872020 -4.198686 -1.0 0.0 0.2
H 0.923490 1.329020 -3.165686 -0.2 1.4 -0.4
H 3.351490 -0.203980 5.332314 1.8 0.2 -0.8
H -1.501510 1.633020 2.575314 0.3 -0.7 -1.1
H 0.687490 4.983020 -5.275686 0.2 -1.7 2.5
H 2.575490 0.254020 6.659314 -0.2 -1.6 0.5
H 0.006490 -1.577980 3.241314 0.7 0.1 0.2
H 3.862490 -3.272980 -1.567686 0.1 0.6 0.5
H -3.723510 3.317020 2.165314 -0.8 -1.8 -0.3
H -3.592510 4.982020 2.334314 2.0 -2.0 1.2
H 3.084490 -2.178980 7.688314 0.0 0.0 -0.6
H -2.046510 2.780020 -0.234686 -1.2 -0.1 0.3
H -0.696510 -1.946980 -0.604686 -1.7 0.3 -1.3
H -1.531510 2.217020 -1.755686 0.4 1.4 -1.9
H 5.030490 -4.566980 -2.108686 -0.5 0.4 0.3
H 2.201490 -1.378980 1.731314 0.8 0.2 -0.8
H -1.039510 -1.147980 -5.083686 -1.7 -1.5 -0.3
H -3.400510 -2.735980 2.606314 -0.3 -0.3 -0.3
H 1.291490 -2.446980 -0.904686 1.2 -1.1 -0.6
H 2.491490 1.412020 -3.476686 3.2 -1.7 -1.1
H -1.502510 2.220020 4.042314 0.8 1.0 -0.8
H -1.139510 -1.275980 4.123314 -12.0 5.0 -1.4
H -4.999510 6.095020 -3.227686 -0.8 -0.1 0.9
H -0.462510 -0.501980 -3.542686 0.3 0.0 -1.1
H 2.433490 0.345020 2.080314 -0.4 0.8 -0.3
H -3.053510 -2.350980 0.998314 1.5 3.8 -2.4
H 0.105490 2.388020 3.176314 -2.3 0.7 -0.8
H -2.942510 -5.055980 3.578314 1.6 0.9 -1.4
H 5.920490 0.848020 0.921314 2.8 -1.2 -2.6
H -1.505510 -5.336980 -2.658686 -1.9 -1.5 -0.6
H 2.965490 -0.842980 3.177314 0.6 0.3 -1.2
H -3.457510 1.951020 -3.586686 2.2 -2.3 -0.3
H -0.530510 -2.457980 4.518314 1.5 -1.3 1.4
H -0.837510 -3.896980 -1.950686 1.4 -2.7 -1.2
H -3.294510 5.031020 0.008314 -2.2 -2.3 1.3

=====

Copy entry 3 word for word.
15
Properties=species:S:1:pos:R:3:forces:R:3 method="wB97M-V/def2-TZVPD" total_energy_ev=-34516.7127 de_lowest_kj_mol=0.00 homo_lumo_gap_ev=8.47 homo_ev=-13.19 charge=+1
P 0.130754 -1.322711 0.230379 -0.7 1.5 -0.8
P 1.908511 -1.431636 1.416451 1.6 1.0 -0.4
P 2.571347 -1.083154 -1.789442 -0.1 0.4 0.0
N 1.830025 -1.301504 -0.390590 -1.1 -0.6 0.1
N 1.368482 -0.511903 -2.739680 -1.5 -1.0 0.1
N -0.319932 0.327880 -0.061495 1.3 -1.2 -0.3
C -1.138652 1.092572 0.503118 -1.3 -0.8 1.3
C -2.060298 0.874718 1.661101 1.2 -1.6 1.9
H -1.812357 1.573135 2.554343 -0.4 -1.2 -1.5
H 1.396354 -0.476471 -3.771693 0.3 0.0 0.9
H -3.037356 1.119381 1.283480 -0.6 0.2 0.1
H -2.069723 -0.237918 1.984259 0.1 1.8 -0.2
H -1.432655 2.018464 0.093260 0.6 1.4 -1.2
H 0.390127 -0.616869 -2.355650 1.3 0.6 -0.7
H 2.275373 -0.023984 1.382159 -0.5 -0.6 0.7